(1)
A molecular structure, C11H21O16Tl, computed with ωB97M-V/def2-TZVPD.

Values from the calculation:
HOMO, Ha: -0.33178
Calculated total energy, Ha: -1807.86861
Kohn-Sham gap, eV: 3.65
LUMO, eV: -5.4

```
! wB97M-V def2-TZVPD RIJCOSX def2/J DEFGRID3
* xyz 0 1
Tl -1.148 -0.165 0.061
O -0.410 1.878 -1.585
H -0.566 2.373 -2.399
O 0.162 -4.195 -2.601
C -0.251 -3.678 -1.400
O -0.124 -2.405 -1.325
O -0.753 -4.373 -0.531
H 0.338 -3.309 -2.983
O -0.293 -3.058 3.634
C -0.705 -2.311 2.596
O -1.333 -2.844 1.672
O -0.349 -1.103 2.581
H -0.342 -4.000 3.439
C -1.137 0.342 -4.523
O -2.453 -0.234 -4.620
C -2.928 -0.763 -3.516
O -2.393 -0.868 -2.435
O -4.201 -1.063 -3.726
C -4.907 -1.866 -2.794
H -1.211 1.187 -3.857
H -0.764 0.558 -5.522
H -0.460 -0.463 -4.231
H -5.767 -2.341 -3.249
H -5.230 -1.233 -1.965
H -4.232 -2.614 -2.375
C 0.924 4.235 0.337
O 0.905 4.148 1.767
C 0.315 3.050 2.254
O -0.157 2.161 1.604
O 0.296 3.051 3.577
C 0.618 4.196 4.342
H 0.641 3.321 -0.177
H 1.957 4.470 0.051
H 0.429 5.150 0.012
H 0.290 5.129 3.886
H 1.678 4.233 4.586
H 0.063 4.166 5.280
C 3.416 1.279 1.753
O 3.621 -0.132 1.763
C 2.749 -0.854 1.078
O 1.725 -0.422 0.603
O 3.175 -2.096 1.050
C 2.277 -3.158 0.743
H 3.644 1.630 0.741
H 4.230 1.726 2.320
H 2.424 1.557 2.087
H 1.596 -3.370 1.566
H 2.881 -4.049 0.591
H 1.757 -2.874 -0.163
*
```



(2)
A molecular structure, C11H22AgF3O5S4, computed with ωB97M-V/def2-TZVPD.

Values from the calculation:
Relative energy (zero: lowest compared OMol25 entry of this formula, charge and spin), kcal/mol: 8.0
HOMO, Ha: -0.31142
Calculated total energy, Ha: -2847.83598
Kohn-Sham gap, eV: 8.71
LUMO, eV: 0.2

```
! wB97M-V def2-TZVPD RIJCOSX def2/J DEFGRID3
* xyz 0 1
Ag -0.075 0.236 -0.606
C -0.803 0.601 3.100
C 0.123 -0.586 3.301
S 1.249 -0.931 1.889
C 0.995 -2.737 1.703
C -0.396 -3.200 1.310
S -1.067 -2.355 -0.192
C -2.686 -1.762 0.399
C -2.750 -0.853 1.616
S -1.765 0.694 1.531
H -0.231 1.528 3.086
H -1.519 0.641 3.923
H -0.443 -1.496 3.484
H 0.757 -0.389 4.166
H 1.290 -3.201 2.644
H 1.712 -3.008 0.931
H -1.118 -3.058 2.111
H -0.352 -4.263 1.073
H -3.300 -2.646 0.583
H -3.060 -1.225 -0.473
H -2.461 -1.365 2.531
H -3.787 -0.527 1.709
C 2.927 -1.426 -1.638
O 2.264 -0.207 -1.406
C 3.155 0.843 -1.104
C 2.383 2.151 -1.054
O 1.542 2.154 0.084
C 0.864 3.393 0.212
H 3.627 -1.326 -2.476
H 2.162 -2.162 -1.881
H 3.482 -1.741 -0.744
H 3.937 0.909 -1.877
H 3.635 0.656 -0.131
H 1.775 2.255 -1.962
H 3.092 2.990 -0.988
H 1.592 4.200 0.355
H 0.213 3.316 1.080
H 0.259 3.589 -0.677
F -3.310 0.509 -4.428
C -2.666 1.544 -3.877
F -3.589 2.431 -3.490
F -1.936 2.121 -4.837
S -1.582 1.004 -2.455
O -0.887 2.204 -2.056
O -0.726 -0.021 -2.999
O -2.529 0.517 -1.472
*
```



(3)
3 unconnected molecules or ions with the total composition C11H22BNO7S, computed with ωB97M-V/def2-TZVPD.

Values from the calculation:
HOMO, Ha: -0.32315
Calculated total energy, Ha: -1436.89159
Kohn-Sham gap, eV: 9.13
LUMO, eV: 0.3

```
! wB97M-V def2-TZVPD RIJCOSX def2/J DEFGRID3
* xyz 0 1
C 1.126 0.232 -0.607
O 1.288 1.406 -1.380
C 2.632 1.853 -1.538
B 2.946 2.043 -3.102
O 4.221 1.795 -3.552
O 2.006 2.395 -4.040
C 2.798 3.135 -0.704
N 1.755 4.113 -0.922
S 4.414 3.967 -0.972
H 0.909 0.445 0.442
H 1.984 -0.431 -0.646
H 0.287 -0.317 -0.998
H 3.345 1.128 -1.148
H 4.542 0.984 -3.123
H 1.803 3.344 -4.032
H 2.773 2.853 0.339
H 1.335 4.015 -1.834
H 1.040 3.971 -0.226
H 5.201 3.213 -0.192
O 0.000 -2.636 -1.076
C -1.059 -3.171 -1.230
O -1.222 -4.246 -2.035
C -2.615 -4.604 -2.105
C -3.242 -4.015 -0.847
C -2.387 -2.769 -0.625
H -3.034 -4.176 -3.018
H -2.696 -5.687 -2.156
H -4.306 -3.815 -0.952
H -3.111 -4.702 -0.011
H -2.771 -1.906 -1.172
H -2.275 -2.525 0.427
O -2.569 -1.800 2.551
C -2.003 -0.884 3.073
O -0.801 -1.020 3.672
C -0.413 0.217 4.297
C -1.207 1.296 3.573
C -2.487 0.547 3.204
H -0.663 0.159 5.358
H 0.663 0.339 4.196
H -1.368 2.187 4.176
H -0.682 1.595 2.664
H -3.232 0.586 3.999
H -2.926 0.888 2.272
*
```



(4)
2 unconnected molecules or ions with the total composition C11H22BrNO5PS, computed with ωB97M-V/def2-TZVPD.

Values from the calculation:
HOMO, Ha: -0.44197
Calculated total energy, Ha: -4176.56942
Kohn-Sham gap, eV: 8.82
LUMO, eV: -3.2

```
! wB97M-V def2-TZVPD RIJCOSX def2/J DEFGRID3
* xyz 1 1
C -4.461 0.078 -3.789
P -3.149 -0.529 -2.677
C -2.614 -2.157 -3.275
N -1.628 0.476 -2.659
C -1.750 1.934 -2.827
C -0.678 2.571 -1.940
O -1.060 3.911 -1.680
C -0.676 1.699 -0.702
C 0.627 1.672 0.134
C 0.297 1.892 1.587
O 0.162 1.042 2.402
Br 0.030 3.763 2.018
C -0.952 0.254 -1.206
S -2.089 -0.566 -0.012
H -4.234 0.186 -4.849
H -4.878 0.991 -3.370
H -5.222 -0.699 -3.683
H -2.761 -2.836 -2.435
H -3.200 -2.498 -4.125
H -1.552 -2.193 -3.525
H -0.955 0.115 -3.334
H -2.742 2.318 -2.596
H -1.547 2.252 -3.850
H 0.296 2.648 -2.421
H -1.594 3.957 -0.879
H -1.524 1.913 -0.052
H 1.124 0.705 0.088
H 1.313 2.452 -0.186
H -0.089 -0.365 -1.424
H -1.312 -1.482 0.591
C 5.732 -3.246 4.839
O 4.311 -3.063 4.845
C 3.895 -1.969 4.221
O 4.590 -1.158 3.667
O 2.564 -1.917 4.304
C 1.989 -0.768 3.679
H 5.915 -4.169 5.379
H 6.102 -3.334 3.820
H 6.225 -2.418 5.343
H 2.229 -0.755 2.617
H 2.348 0.144 4.151
H 0.918 -0.850 3.814
*
```



(5)
7 unconnected molecules or ions with the total composition C11H22F5N7O18S, computed with ωB97M-V/def2-TZVPD.

Values from the calculation:
HOMO, Ha: -0.39090
Calculated total energy, Ha: -3066.75859
Kohn-Sham gap, eV: 10.45
LUMO, eV: -0.2

```
! wB97M-V def2-TZVPD RIJCOSX def2/J DEFGRID3
* xyz 0 1
O -2.743 1.184 0.371
N -1.764 1.759 0.127
O -2.011 2.650 -0.947
C -1.653 3.979 -0.615
C -2.434 4.512 0.607
O -2.154 4.173 1.693
O -3.409 5.418 0.290
C -4.340 5.619 1.326
S -5.675 4.365 1.311
O -6.342 4.493 2.567
O -5.123 3.073 1.066
C -6.790 4.801 -0.118
F -6.406 4.045 -1.132
F -6.683 6.072 -0.472
C -8.295 4.498 0.120
F -8.958 5.000 -0.910
F -8.535 3.229 0.170
F -8.762 5.107 1.174
H -0.577 4.117 -0.459
H -1.926 4.590 -1.482
H -3.917 5.726 2.328
H -4.848 6.568 1.103
C 1.242 2.780 3.702
N 1.353 2.424 2.262
O 1.769 1.318 1.985
O 1.014 3.274 1.461
H 1.574 1.935 4.294
H 1.873 3.648 3.874
H 0.198 3.009 3.901
C -1.769 -1.816 0.411
N -0.512 -2.510 0.018
O -0.199 -3.509 0.635
O 0.122 -2.026 -0.902
H -2.222 -2.355 1.235
H -1.506 -0.807 0.708
H -2.424 -1.812 -0.456
C 3.038 -3.234 -0.866
N 4.295 -3.932 -1.242
O 4.600 -4.932 -0.614
O 4.941 -3.457 -2.156
H 2.575 -3.766 -0.043
H 3.303 -2.225 -0.572
H 2.389 -3.231 -1.737
C 6.172 -2.059 1.634
N 5.072 -1.078 1.852
O 3.983 -1.334 1.370
O 5.342 -0.089 2.499
H 5.790 -2.887 1.045
H 6.970 -1.544 1.106
H 6.505 -2.400 2.610
C 7.277 -5.659 -1.980
N 8.682 -6.055 -1.683
O 9.532 -5.184 -1.705
O 8.883 -7.228 -1.435
H 7.250 -4.595 -2.179
H 6.956 -6.224 -2.851
H 6.677 -5.904 -1.112
C -2.025 -3.440 -3.597
N -3.077 -2.610 -2.948
O -4.006 -3.191 -2.423
O -2.925 -1.405 -2.990
H -2.290 -4.486 -3.482
H -1.990 -3.162 -4.647
H -1.083 -3.220 -3.101
*
```



(6)
A gas-phase ion, C11H22FN2O3 (charge +1), computed with ωB97M-V/def2-TZVPD.

Values from the calculation:
Relative energy (zero: lowest compared OMol25 entry of this formula, charge and spin), kcal/mol: 168.4
HOMO, Ha: -0.45896
Calculated total energy, Ha: -866.83171
Kohn-Sham gap, eV: 9.11
LUMO, eV: -3.4

```
! wB97M-V def2-TZVPD RIJCOSX def2/J DEFGRID3
* xyz 1 1
C 3.747 2.811 0.475
C 3.092 1.381 -0.085
O 4.172 0.479 -0.554
C 3.631 -0.744 -1.167
O 3.978 -1.005 -2.457
C 2.685 -1.868 -0.430
C 1.056 -1.497 -0.485
C 0.451 -1.896 0.983
C -1.173 -2.102 1.041
C -2.038 -2.311 -0.334
N -3.116 -1.241 -0.064
F -4.114 -1.688 0.781
C -2.250 -0.128 0.506
C -2.940 1.277 0.993
N -3.319 2.218 -0.151
C -2.178 2.413 -1.126
O -1.627 -0.829 1.678
H 4.615 2.618 1.271
H 4.284 3.399 -0.412
H 2.881 3.469 0.967
H 2.487 0.813 0.763
H 2.415 1.592 -1.038
H 2.794 -2.898 -0.981
H 3.039 -1.906 0.708
H 0.584 -2.065 -1.393
H 0.890 -0.336 -0.701
H 0.715 -0.995 1.720
H 1.049 -2.831 1.389
H -1.381 -3.110 1.642
H -1.594 -2.006 -1.373
H -2.631 -3.314 -0.470
H -3.695 -0.940 -0.891
H -1.345 -0.099 -0.235
H -3.960 1.054 1.571
H -2.238 1.837 1.780
H -3.470 3.149 0.337
H -2.225 3.400 -1.753
H -1.106 2.388 -0.604
H -2.166 1.511 -1.899
*
```



(7)
A gas-phase ion, C11H22IN4O (charge +1), computed with ωB97M-V/def2-TZVPD.

Values from the calculation:
HOMO, Ha: -0.46718
Calculated total energy, Ha: -1023.90630
Kohn-Sham gap, eV: 9.18
LUMO, eV: -3.5

```
! wB97M-V def2-TZVPD RIJCOSX def2/J DEFGRID3
* xyz 1 1
C 4.695 -0.427 1.744
C 3.591 0.363 0.955
C 3.964 0.342 -0.556
C 2.799 0.990 -1.369
O 1.611 0.208 -1.065
N 0.495 0.927 -0.954
N 0.274 2.134 -0.679
N -1.010 2.408 -0.634
C -1.618 1.211 -0.880
C -3.110 1.029 -0.876
C -3.490 0.563 0.594
C -3.911 1.770 1.485
N -0.674 0.289 -1.085
C -0.931 -1.131 -1.369
C -0.832 -2.036 -0.092
C -2.166 -2.791 0.196
I 0.636 -3.598 -0.527
H 4.506 -1.508 1.639
H 4.720 -0.143 2.806
H 5.677 -0.215 1.288
H 3.482 1.393 1.342
H 2.649 -0.174 1.167
H 4.212 -0.668 -0.917
H 4.876 0.960 -0.647
H 2.758 2.041 -1.057
H 3.085 0.903 -2.432
H -3.648 1.971 -1.041
H -3.450 0.264 -1.591
H -2.599 0.116 1.078
H -4.287 -0.196 0.602
H -3.848 1.426 2.534
H -3.173 2.589 1.407
H -4.931 2.113 1.256
H -1.976 -1.193 -1.714
H -0.319 -1.504 -2.203
H -0.539 -1.444 0.788
H -2.225 -3.721 -0.394
H -3.050 -2.174 -0.054
H -2.242 -3.086 1.253
*
```



(8)
A single C11H22N2S molecule, computed with ωB97M-V/def2-TZVPD.

Values from the calculation:
Relative energy (zero: lowest compared OMol25 entry of this formula, charge and spin), kcal/mol: 11.7
HOMO, Ha: -0.29360
Calculated total energy, Ha: -940.04303
Kohn-Sham gap, eV: 8.69
LUMO, eV: 0.7

```
! wB97M-V def2-TZVPD RIJCOSX def2/J DEFGRID3
* xyz 0 1
C 3.719 -0.894 -1.421
C 3.746 0.364 -0.484
C 2.327 0.752 0.032
C 1.427 -0.290 0.756
C 0.031 0.248 1.136
C -0.037 1.580 1.900
C -0.899 1.858 -0.243
C -1.054 -0.552 -0.962
C -1.789 -1.723 -0.342
C -2.996 -1.265 0.452
C -4.035 -0.651 -0.449
H 3.392 -1.793 -0.912
H 3.070 -0.706 -2.290
H 4.745 -1.133 -1.753
H 4.320 0.087 0.415
H 4.174 1.218 -1.034
H 2.462 1.628 0.700
H 1.752 1.158 -0.831
H 1.971 -0.601 1.678
H 1.299 -1.194 0.129
H -0.460 -0.547 1.749
H 0.893 1.813 2.463
H -0.793 1.572 2.695
H -0.604 3.471 1.055
H -1.703 -0.092 -1.728
H -0.151 -0.996 -1.450
H -1.121 -2.245 0.376
H -2.121 -2.419 -1.110
H -2.637 -0.649 1.294
H -3.349 -2.197 0.919
H -3.671 0.321 -0.828
H -4.240 -1.362 -1.245
H -4.957 -0.463 0.137
N -0.378 2.522 0.816
N -0.720 0.551 -0.052
S -1.613 2.629 -1.568
*
```



(9)
2 unconnected molecules or ions with the total composition C11H22N3, computed with ωB97M-V/def2-TZVPD.

Values from the calculation:
Relative energy (zero: lowest compared OMol25 entry of this formula, charge and spin), kcal/mol: 53.0
HOMO, Ha: -0.44778
Calculated total energy, Ha: -596.22206
Kohn-Sham gap, eV: 8.16
LUMO, eV: -4.0

```
! wB97M-V def2-TZVPD RIJCOSX def2/J DEFGRID3
* xyz 1 1
C -1.480 1.313 2.294
C -0.056 -0.743 -0.354
C 0.008 -1.697 0.722
C 1.171 -0.225 -0.904
C -0.980 -2.537 1.252
C 1.379 -1.983 1.216
C 1.923 -1.174 -1.844
C 2.799 1.622 -0.865
C -0.926 1.755 -2.029
C -3.261 2.226 0.962
C -1.365 -0.287 -0.641
N 1.714 0.838 -0.470
N -1.717 0.762 -1.350
N -2.121 1.276 1.133
H -0.717 0.503 2.387
H -1.705 1.994 3.168
H -1.264 -2.279 2.297
H -0.740 -3.546 1.370
H -1.906 -2.622 0.692
H 2.170 -1.251 0.786
H 1.614 -3.001 0.753
H 1.261 -2.106 2.373
H 2.968 -0.772 -1.851
H 1.492 -1.320 -2.802
H 1.778 -2.135 -1.358
H 3.219 2.193 -0.058
H 2.432 2.457 -1.498
H 3.630 1.193 -1.461
H -1.536 2.470 -2.600
H -0.305 2.373 -1.294
H -0.228 1.217 -2.777
H -4.172 1.731 0.780
H -3.078 2.892 0.073
H -3.435 2.900 1.739
H -2.211 -0.792 -0.230
H -2.744 1.018 -1.373
*
```



(10)
A molecular structure, C11H22N3, computed with ωB97M-V/def2-TZVPD.

Values from the calculation:
Relative energy (zero: lowest compared OMol25 entry of this formula, charge and spin), kcal/mol: 50.5
HOMO (spin up / spin down), Ha: -0.35862 / -0.49735
Calculated total energy, Ha: -596.14560
Kohn-Sham gap (spin up / spin down), eV: 7.38 / 7.75
LUMO (spin up / spin down), eV: -2.4 / -5.8

```
! wB97M-V def2-TZVPD RIJCOSX def2/J DEFGRID3
* xyz 1 3
C -0.710 1.472 0.519
C 0.639 1.474 0.565
C 0.343 -0.667 -0.169
C -2.681 -0.262 -1.506
C -3.530 1.074 0.426
C -2.997 -1.303 0.741
C 2.899 0.945 -1.197
C 3.044 -1.400 0.018
C 3.347 0.791 1.326
C -2.614 -0.105 -0.007
C 2.615 0.107 0.087
N -1.286 0.262 0.282
N 1.134 0.277 0.202
N 0.282 -1.939 -0.534
H -1.252 2.410 0.912
H 1.223 2.377 0.587
H -3.631 -0.776 -1.832
H -2.752 0.627 -2.142
H -1.820 -0.888 -1.885
H -3.623 1.248 1.478
H -3.223 1.922 -0.242
H -4.472 0.837 0.004
H -2.579 -1.114 1.708
H -4.029 -1.122 0.907
H -2.791 -2.264 0.354
H 2.891 1.979 -0.964
H 3.896 0.612 -1.611
H 2.077 0.676 -1.877
H 2.633 -1.891 0.848
H 2.479 -1.815 -0.861
H 4.071 -1.365 0.011
H 4.092 0.150 1.764
H 3.505 1.892 1.137
H 2.680 0.710 2.163
H 0.388 -2.761 0.082
H -0.247 -2.172 -1.293
*
```



(11)
A single C11H22N6O4 molecule, computed with ωB97M-V/def2-TZVPD.

Values from the calculation:
Relative energy (zero: lowest compared OMol25 entry of this formula, charge and spin), kcal/mol: 31.3
HOMO, Ha: -0.32362
Calculated total energy, Ha: -1061.90036
Kohn-Sham gap, eV: 8.84
LUMO, eV: 0.0

```
! wB97M-V def2-TZVPD RIJCOSX def2/J DEFGRID3
* xyz 0 1
C -0.214 -3.051 -0.762
C -1.295 -2.710 0.246
C 1.261 -2.732 -0.347
C 2.289 -3.808 -0.782
C 2.875 -3.829 -2.249
C -0.522 -0.306 0.620
C 0.687 -0.143 1.571
C -1.456 0.927 0.757
C -0.886 2.253 0.308
C -1.744 3.390 0.861
C -0.523 5.598 0.960
H -0.490 -1.462 -2.088
H -1.396 -2.807 -2.492
H -0.330 -4.133 -0.953
H 1.574 -1.690 -0.577
H 1.284 -2.773 0.728
H 1.881 -4.827 -0.630
H 3.109 -3.743 -0.068
H 1.157 -2.933 -3.079
H 2.535 -3.350 -4.146
H -2.107 -1.481 1.567
H -0.224 -0.442 -0.416
H -1.751 0.950 1.837
H -2.350 0.646 0.188
H 0.175 2.376 0.585
H -0.861 2.229 -0.771
H -1.585 3.406 1.962
H -2.798 3.246 0.685
H -1.622 4.960 -0.540
H -0.848 6.919 -0.349
H 0.865 5.763 2.339
H 0.421 4.150 2.134
H 0.045 -1.681 2.381
N -0.490 -2.501 -2.133
N 2.101 -3.296 -3.254
N -1.295 -1.524 0.940
N -1.332 4.681 0.352
N -0.301 6.787 0.524
N 0.094 5.122 2.133
O -2.216 -3.496 0.407
O 3.977 -4.315 -2.420
O 1.447 0.788 1.552
O 0.859 -1.158 2.419
*
```